Here is a molecular structure, C2H5N5O in a non-equilibrium geometry from the OMol25 dataset. Energies are from the ωB97M-V functional and the def2-TZVPD basis.

Geometry as XYZ:
```
13
Properties=species:S:1:pos:R:3:forces:R:3
C -0.041 -0.435 0.005 -1.0 -1.3 -0.6
C -0.807 1.011 -1.426 1.7 1.7 -2.1
H -0.221 -3.206 2.174 -3.1 3.9 -3.0
H -2.122 -1.838 1.689 5.4 -0.8 -1.3
H -1.390 1.484 -2.268 0.8 -0.3 1.2
H 0.509 1.929 1.216 0.0 0.7 -0.1
H 2.387 1.027 1.433 -5.6 1.5 -1.7
N -0.931 -2.253 1.270 0.9 -2.2 2.2
N 0.270 -1.439 0.768 -4.5 0.7 0.4
N -1.195 0.036 -0.771 -0.4 -2.8 2.7
N 1.024 0.470 -0.192 -0.3 1.8 -0.1
N 1.102 1.155 1.012 6.8 -1.8 1.3
O 0.505 1.421 -1.292 -0.6 -1.1 1.0
```
Forces are in eV/Å.

## Properties
M: 115.096 g mol⁻¹
ΔE to the lowest compared entry with this formula, charge and spin: 925.4 kJ/mol
HOMO energy: -8.26 eV
Electronic energy: -11642.9536 eV
Charge: 0
Orbital gap: 8.312 eV

Results of the Löwdin charge analysis, in e, for atoms 1 through 5: atom 1 (C): -0.43, atom 2 (C): -0.24, atom 3 (H): 0.21, atom 4 (H): 0.18, atom 5 (H): 0.15